DFT (ωB97M-V/def2-TZVPD) results for a gas-phase ion, N2O7S2 (charge -2) at a distorted geometry.

Summary:
ΔE to the lowest compared entry with this formula, charge and spin: 46.4 kcal/mol
HOMO energy (alpha / beta): -0.023 / -0.023 hartree
Kohn-Sham gap (alpha / beta): 7.02 / 7.02 eV
Charge: -2
LUMO level (alpha / beta): 6.400 / 6.400 eV
Calculated total energy: -1432.35717 hartree

Cartesian coordinates (Å):
1 N -0.8876 -1.4741 0.7498
2 N 0.6678 1.2143 -0.0442
3 O 0.7312 1.5520 -1.2358
4 O -0.5761 1.1312 0.4587
5 O 1.4596 1.6004 0.8369
6 O 2.0363 -1.1099 1.1325
7 O 1.2716 -1.6709 -1.1382
8 O -1.4643 -0.2117 -1.3958
9 O -2.7975 0.1004 0.5298
10 S 1.0486 -0.8654 0.0740
11 S -1.4896 -0.2662 0.0324


DFT (ωB97M-V/def2-TZVPD) results for 2 unconnected molecules or ions with the total composition C6H10.

Summary:
ΔE to the lowest compared entry with this formula, charge and spin: 137.7 kcal/mol
HOMO energy (alpha / beta): -0.336 / -0.342 hartree
Kohn-Sham gap (alpha / beta): 8.40 / 8.57 eV
LUMO level (alpha / beta): -0.734 / -0.746 eV
Calculated total energy: -234.38305 hartree

Cartesian coordinates (Å):
1 C -1.9927 0.3288 -1.0379
2 C -0.6815 -0.2555 -0.5318
3 C 0.4360 0.7839 -0.1983
4 C 2.9150 -0.6880 1.0187
5 C 0.3667 0.2441 1.2203
6 C -0.5998 -0.6377 0.9335
7 H -2.3339 1.1380 -0.3813
8 H -2.7817 -0.4305 -1.0779
9 H -1.8684 0.7380 -2.0474
10 H -0.3370 -1.0495 -1.2077
11 H 1.3762 0.6415 -0.7418
12 H 0.1243 1.8279 -0.3143
13 H 3.1964 -0.1742 0.0687
14 H 2.4615 -1.6287 0.6333
15 H 0.8819 0.5163 2.1363
16 H -1.1629 -1.3545 1.5275


DFT (ωB97M-V/def2-TZVPD) results for a molecular structure, C9H9FN3S at a distorted geometry.

Summary:
ΔE to the lowest compared entry with this formula, charge and spin: 0.0 kcal/mol
HOMO energy (alpha / beta): -0.419 / -0.419 hartree
Kohn-Sham gap (alpha / beta): 6.84 / 6.84 eV
Charge: +1
LUMO level (alpha / beta): -4.569 / -4.569 eV
Calculated total energy: -1010.30156 hartree

Cartesian coordinates (Å):
1 C 0.1873 -0.8674 -0.0110
2 C 1.3718 -0.6736 -0.0761
3 C -3.0038 0.8502 0.1236
4 C -2.1912 -1.7986 0.0590
5 C -1.1388 -0.8093 0.0597
6 C -1.6767 0.4900 0.0731
7 C -3.8771 -0.3283 0.0453
8 C 2.7249 -0.6926 -0.0786
9 C 3.4663 1.1099 -0.3254
10 N -3.4536 -1.5958 0.0860
11 N -5.1878 -0.1097 -0.1238
12 N 4.7020 0.8388 0.2815
13 F -0.7787 1.5753 0.1032
14 S 3.8805 -1.7753 0.0670
15 H -3.3822 1.7986 0.2226
16 H -1.8813 -2.8848 0.0514
17 H 3.4585 1.0417 -1.3516
18 H 2.9257 1.8807 0.1413
19 H -5.5754 0.8963 -0.2618
20 H -5.7214 -0.9431 -0.2494
21 H 4.8687 1.2329 1.1839
22 H 5.5435 1.0665 -0.2690
23 H 4.7389 -0.3023 0.2494


DFT (ωB97M-V/def2-TZVPD) results for a molecular structure, C25H35N4O7W.

Summary:
ΔE to the lowest compared entry with this formula, charge and spin: 0.0 kcal/mol
HOMO energy (alpha / beta): -0.375 / -0.379 hartree
Kohn-Sham gap (alpha / beta): 6.87 / 6.93 eV
Charge: +1
LUMO level (alpha / beta): -3.343 / -3.376 eV
Calculated total energy: -1786.14582 hartree

Cartesian coordinates (Å):
1 W -0.2050 0.1271 0.6244
2 C -2.2975 1.9008 2.1184
3 N -0.9130 2.1353 1.5890
4 C -0.1088 2.4506 2.8057
5 C 1.2931 2.9780 2.5756
6 C 2.1636 2.1304 1.6476
7 N 1.7129 0.7345 1.5362
8 C 2.5181 -0.1340 2.0543
9 C 2.4195 -1.5651 1.9677
10 C 3.2705 -2.3681 2.7437
11 C 3.2432 -3.7369 2.6198
12 C 2.3812 -4.3273 1.6911
13 C 1.5565 -3.5594 0.8948
14 C 1.5689 -2.1782 1.0448
15 O 0.7942 -1.4083 0.2592
16 C -1.0495 3.3166 0.6799
17 C 0.0343 3.6262 -0.3519
18 C 0.4086 2.4711 -1.3036
19 N -0.5162 1.3462 -1.1357
20 C -1.4642 1.2466 -2.0037
21 C -2.6046 0.3847 -1.9329
22 C -3.4944 0.3334 -3.0175
23 C -4.6341 -0.4324 -2.9529
24 C -4.9163 -1.1400 -1.7800
25 C -4.0649 -1.0937 -0.6950
26 C -2.8909 -0.3435 -0.7705
27 O -2.0693 -0.3385 0.2776
28 H -2.6520 2.8246 2.5816
29 H -2.2825 1.1046 2.8562
30 H -2.9638 1.6270 1.3067
31 H -0.0802 1.5330 3.3914
32 H -0.6632 3.1927 3.3885
33 H 1.7560 3.0283 3.5629
34 H 1.2660 4.0045 2.2084
35 H 3.1965 2.1457 1.9980
36 H 2.1765 2.5446 0.6437
37 H 3.3987 0.2386 2.5778
38 H 3.9451 -1.8943 3.4466
39 H 3.8869 -4.3535 3.2307
40 H 2.3569 -5.4045 1.5933
41 H 0.8790 -4.0086 0.1824
42 H -1.2026 4.2015 1.3065
43 H -1.9822 3.1610 0.1381
44 H 0.9314 4.0384 0.1043
45 H -0.3901 4.4421 -0.9413
46 H 1.4113 2.0951 -1.1262
47 H 0.3885 2.8162 -2.3403
48 H -1.4331 1.9216 -2.8611
49 H -3.2655 0.9019 -3.9113
50 H -5.3118 -0.4796 -3.7934
51 H -5.8190 -1.7340 -1.7188
52 H -4.2699 -1.6416 0.2153
53 C 3.3512 -0.5229 -1.4556
54 O 2.1717 0.0888 -1.9433
55 C 1.7539 -0.4440 -3.1909
56 C 1.0050 -1.7519 -3.0781
57 O -0.2985 -1.5045 -2.5976
58 C -1.0294 -2.7049 -2.4373
59 H 4.1643 -0.4343 -2.1828
60 H 3.2010 -1.5798 -1.2183
61 H 3.6355 0.0000 -0.5439
62 H 2.6224 -0.5760 -3.8463
63 H 1.0979 0.3002 -3.6467
64 H 1.5324 -2.4461 -2.4103
65 H 0.9575 -2.2218 -4.0696
66 H -1.0636 -3.2718 -3.3735
67 H -2.0430 -2.4425 -2.1424
68 H -0.5832 -3.3334 -1.6588
69 O -1.3300 -2.5596 1.9964
70 N -1.5259 -1.5620 2.6425
71 O -2.3971 -1.3674 3.4466
72 O -0.6351 -0.5275 2.4839